Record 1
This record from the Open Molecules 2025 dataset describes one molecule with the formula C6H15NSi in a non-equilibrium geometry. The level of theory is wB97M-V/def2-TZVPD.

XYZ file:
```
23
Properties=species:S:1:pos:R:3:forces:R:3:nbo_charge:R:1
N 1.640 -0.501 0.513 -1.039 0.572 -0.155 -0.73
C 2.300 0.752 0.769 0.535 -0.906 1.574 -0.47
C -0.252 -2.394 -0.455 -1.021 0.754 -2.732 -1.09
H -0.058 -3.062 -1.314 0.351 0.114 0.562 0.23
H 1.707 0.555 -2.428 1.477 0.069 -0.064 0.24
H -0.058 1.882 1.558 0.188 0.587 -0.500 0.23
H 0.029 -2.797 0.467 1.123 -0.612 1.263 0.25
H 3.398 0.499 1.039 -1.767 0.718 0.310 0.21
Si 0.306 -0.571 -0.645 -0.280 -1.095 1.304 1.65
C 0.680 0.412 -2.261 -1.715 -0.369 1.271 -1.09
H 2.357 1.334 -0.109 0.058 1.270 -1.045 0.16
H -0.381 2.207 -0.286 1.908 0.015 -0.687 0.23
H -1.342 -2.412 -0.384 -0.202 0.251 -0.221 0.22
H -2.189 0.094 2.328 0.063 0.397 -0.250 0.21
C -0.983 0.292 0.510 3.069 0.227 -2.239 -0.21
H -1.569 2.310 0.680 0.391 -0.592 1.025 0.23
H -1.117 -1.211 1.980 0.102 -0.444 -0.062 0.24
H 1.687 1.373 1.575 1.767 -1.210 -1.211 0.20
C -0.606 1.706 0.622 -3.649 1.043 1.212 -0.72
H -2.515 -0.931 0.927 -0.401 -0.544 0.307 0.23
H 0.213 0.174 -3.200 -0.303 -0.576 -0.238 0.25
H 0.249 1.369 -1.982 0.120 0.421 -0.128 0.23
C -1.727 -0.455 1.502 -0.774 -0.092 0.705 -0.71
```
Forces are in eV/Å.

Values from the calculation:
HOMO level (alpha / beta) in eV: -8.820 / -7.526

Record 2
This record from the Open Molecules 2025 dataset describes C6H15NaO6 as an isolated structure in a non-equilibrium geometry. The level of theory is wB97M-V/def2-TZVPD.

XYZ file:
```
28
Properties=species:S:1:pos:R:3:forces:R:3:nbo_charge:R:1
O -1.496 -2.064 -0.082 -0.855 1.036 2.053 -0.96
H 2.318 3.709 0.512 -0.355 0.255 -0.173 0.18
H 1.667 -4.387 1.260 0.142 -0.285 1.224 0.11
C 1.871 3.334 1.433 0.422 0.292 -0.025 -0.25
H 3.333 -3.951 0.810 0.927 -0.513 -0.225 0.07
Na 0.917 -1.139 -0.458 -1.099 -1.438 -1.259 0.93
H -1.744 -0.863 1.594 -0.654 1.085 0.424 0.07
H -3.113 -2.082 1.293 -1.063 0.732 -0.174 0.09
H 1.940 4.075 2.229 0.523 -0.085 -0.085 0.18
H 0.558 0.706 -4.085 0.219 0.172 -0.702 0.08
H -2.213 1.638 -1.188 -0.104 0.699 0.082 0.21
O 0.633 1.381 0.031 -1.793 1.892 1.065 -0.67
O -1.404 2.320 0.652 1.465 2.424 0.866 -0.51
O 0.315 -1.102 -2.913 0.363 2.404 -0.751 -0.99
H 2.241 -2.709 1.174 -0.162 0.957 0.817 0.05
C -2.058 -1.828 1.196 1.859 -1.319 -2.199 -0.25
H -1.119 0.143 -3.642 -0.528 0.545 -0.682 0.11
H 2.466 2.447 1.649 -0.617 -0.334 0.325 0.20
H -0.061 0.860 -2.455 -0.098 0.898 0.264 0.10
C -0.066 2.238 0.599 0.602 -3.427 -1.664 1.00
O 1.689 -3.686 -0.578 1.743 0.645 1.089 -0.97
H -3.326 1.623 0.303 0.239 0.788 -0.091 0.19
H -1.679 -2.482 1.981 0.723 -0.808 0.587 0.09
O 0.467 3.185 1.350 -0.683 0.662 0.372 -0.51
C -2.317 1.564 -0.105 0.763 -3.013 -0.342 -0.30
H -2.024 0.531 0.087 -0.245 -0.519 -0.350 0.26
C 2.282 -3.687 0.694 -2.118 -0.422 -2.449 -0.24
C -0.075 0.224 -3.341 0.384 -3.321 2.001 -0.27
```
Forces are in eV/Å.

Values from the calculation:
Total charge: -2
HOMO level in eV: 0.753

Record 3
This record from the Open Molecules 2025 dataset describes C6H15O3 as an isolated structure in a non-equilibrium geometry. The level of theory is wB97M-V/def2-TZVPD.

XYZ file:
```
24
Properties=species:S:1:pos:R:3:forces:R:3:nbo_charge:R:1
H 0.276 4.543 -0.338 -0.155 -0.075 0.145 0.17
H 1.903 0.173 0.277 -0.315 -0.005 -0.173 0.19
H -0.586 -2.937 0.592 -0.058 0.399 -0.032 0.20
C -0.002 -2.123 0.123 0.238 -0.449 0.376 -0.11
H 0.196 -3.460 -2.858 0.014 0.019 0.316 0.20
H 0.821 0.582 -1.174 0.058 -0.147 0.355 0.21
H 1.658 2.691 0.187 -0.026 -0.168 -0.038 0.18
H -2.392 -0.327 1.823 0.261 -0.360 -0.239 0.44
O -0.081 -2.218 -1.277 -0.123 0.428 -0.140 -0.54
H -1.489 4.310 -0.120 0.282 -0.103 0.079 0.20
C 0.246 -3.493 -1.763 0.087 -0.346 -0.042 -0.25
O -0.394 2.603 -0.038 -0.010 -0.197 -0.149 -0.54
C 0.804 2.041 0.456 -0.352 -0.159 0.485 -0.13
C -0.497 3.984 0.215 -0.029 0.192 0.106 -0.25
H 0.002 -0.620 1.586 -0.672 1.210 -0.813 0.26
C -0.492 -0.771 0.609 -1.725 -2.034 0.789 -0.22
H -0.462 -4.255 -1.393 0.164 0.173 -0.077 0.17
H 1.040 -2.279 0.462 -0.089 0.069 -0.189 0.16
H 0.769 2.011 1.566 0.072 0.042 -0.277 0.17
C 1.001 0.668 -0.099 0.653 0.283 -0.473 -0.30
O -2.075 -1.199 1.524 1.298 0.350 -0.707 -0.82
H -1.117 -0.342 -0.195 0.676 0.841 1.038 0.29
H 1.266 -3.787 -1.456 -0.217 0.051 -0.099 0.16
H -0.393 4.201 1.293 -0.030 -0.013 -0.241 0.17
```
Forces are in eV/Å.

Values from the calculation:
Spin multiplicity: 2
Expectation value of S²: 0.785
HOMO level (alpha / beta) in eV: -8.125 / -9.568

Record 4
This record from the Open Molecules 2025 dataset describes C6H15O3Pr as an isolated structure in a non-equilibrium geometry. The level of theory is wB97M-V/def2-TZVPD.

XYZ file:
```
25
Properties=species:S:1:pos:R:3:forces:R:3:lowdin_spin:R:1
C 1.862 0.939 -2.481 1.149 -0.278 -0.475 0.00
H -3.143 -1.133 -0.008 -0.074 -0.162 0.250 0.00
C 1.963 -1.727 0.053 0.492 -0.997 0.343 0.00
H -0.136 1.217 -2.617 0.556 0.305 -0.191 0.00
H -0.424 1.961 2.999 -0.065 0.044 -0.148 0.00
H -3.386 -1.209 1.766 0.305 0.001 -0.269 0.00
H -2.126 0.291 3.089 0.070 0.264 -0.298 0.00
H -2.041 -2.125 0.999 -0.234 0.330 0.078 0.00
O 0.596 1.417 -1.998 -1.246 0.270 -1.455 0.00
H 2.986 -1.839 0.437 -0.301 -0.023 -0.077 0.00
H 1.902 0.990 -3.574 0.004 0.060 0.243 0.00
C -2.109 0.874 2.154 -0.553 0.319 0.713 -0.01
O 1.829 -0.465 -0.590 -0.314 0.581 0.090 -0.01
H 1.384 -1.177 -2.476 0.198 0.080 0.096 0.00
C -1.052 1.955 2.097 0.094 0.261 -0.184 -0.06
H 1.249 -1.752 0.882 0.104 -0.139 0.020 0.00
O -1.792 -0.078 1.084 1.508 0.608 -0.641 -0.01
H -3.127 1.243 1.953 0.360 -0.086 0.065 0.00
H 1.740 -2.539 -0.653 -0.013 0.213 0.272 0.00
H 3.115 -0.794 -2.190 -0.243 0.074 -0.008 0.00
C -2.636 -1.199 0.961 -0.822 -1.098 -0.342 0.00
H 2.624 1.611 -2.067 -0.202 -0.059 -0.148 0.00
C 2.082 -0.475 -1.992 0.241 -0.102 -0.795 0.00
Pr 0.131 1.060 0.198 -1.137 -0.271 2.770 2.10
H -1.493 2.954 1.975 0.126 -0.200 0.090 0.00
```
Forces are in eV/Å.

Values from the calculation:
Spin multiplicity: 3
Total charge: +2
Expectation value of S²: 2.033
HOMO level (alpha / beta) in eV: -15.889 / -15.874

Record 5
This record from the Open Molecules 2025 dataset describes a 2-piece molecular cluster, C6H16 overall in a non-equilibrium geometry. The level of theory is wB97M-V/def2-TZVPD.

XYZ file:
```
22
Properties=species:S:1:pos:R:3:forces:R:3:nbo_charge:R:1
H -3.244 -1.808 -1.374 -0.031 0.726 -0.190 0.19
H 0.648 1.855 2.558 -0.121 -0.739 -1.051 0.20
C 0.384 1.049 1.806 -0.272 2.001 0.390 -0.62
H 2.732 1.173 2.380 0.374 0.921 0.169 0.20
C 1.432 0.758 0.803 2.172 1.450 -1.327 -0.40
H 2.623 2.458 1.114 -0.726 5.043 -0.184 0.20
H -3.387 -0.293 -0.496 0.404 -0.116 -0.660 0.21
H 3.619 1.214 0.896 0.849 -0.659 -0.564 0.20
C -1.380 -0.833 -1.008 1.390 -0.146 1.249 -0.40
H -3.090 -0.273 -2.219 -0.128 0.805 -1.596 0.20
C -0.357 -1.739 -1.722 -0.371 -0.431 2.769 -0.61
H -1.142 -0.881 0.107 -0.744 -0.001 -1.325 0.20
C 2.699 1.508 1.342 -0.233 -6.087 0.395 -0.59
H -0.479 1.380 1.281 -1.254 0.088 0.023 0.21
H 1.234 1.137 -0.225 -0.264 0.027 0.677 0.19
H -0.290 -2.809 -1.592 -1.228 -0.696 0.685 0.20
H -1.129 0.150 -1.316 1.271 1.204 0.109 0.19
C -2.831 -0.768 -1.340 -1.661 -2.994 2.585 -0.60
H 0.587 -1.506 -1.259 0.738 0.774 -0.604 0.21
H -0.421 -1.670 -2.734 0.361 0.871 -3.028 0.20
H 0.213 0.193 2.369 -0.802 -1.566 1.119 0.21
H 1.579 -0.295 0.628 0.275 -0.475 0.360 0.20
```
Forces are in eV/Å.

Values from the calculation:
HOMO level in eV: -10.873

Record 6
This record from the Open Molecules 2025 dataset describes a 2-piece molecular cluster, C6H16 overall in a non-equilibrium geometry. The level of theory is wB97M-V/def2-TZVPD.

XYZ file:
```
22
Properties=species:S:1:pos:R:3:forces:R:3:nbo_charge:R:1
H 0.233 2.818 0.239 0.340 0.177 -0.472 0.20
H 2.442 0.871 0.844 0.159 -0.078 0.326 0.21
H 1.807 2.491 -1.833 -0.042 -0.054 0.023 0.21
C 1.502 0.358 0.676 -0.526 -0.649 -0.913 -0.61
H -1.291 -1.761 -0.382 -0.093 -0.231 -0.232 0.20
C 1.960 1.428 -1.619 -0.193 0.401 -0.007 -0.61
H -2.976 -2.350 -0.304 -0.120 0.282 -0.184 0.21
H -2.671 -2.711 2.198 -0.225 0.392 0.169 0.20
H -0.863 1.563 0.457 0.073 -0.332 -0.213 0.20
H 2.977 1.344 -1.249 0.128 -0.178 0.116 0.20
H 0.819 0.510 1.499 -0.071 0.221 0.342 0.21
C 0.890 0.891 -0.632 0.490 1.596 0.036 -0.23
H 1.901 0.907 -2.574 0.109 -0.019 -0.021 0.21
H -0.976 -2.210 2.025 -0.111 0.185 0.060 0.20
H 0.356 0.211 -1.240 -0.550 -1.548 0.033 0.20
H -1.596 -3.653 1.274 0.100 0.155 -0.195 0.20
H 1.639 -0.725 0.624 0.423 0.085 -0.027 0.21
C -1.846 -2.609 1.503 0.273 -0.777 0.019 -0.61
H -2.429 -0.797 0.461 -0.442 -0.083 -0.008 0.20
C -2.187 -1.837 0.237 0.645 0.103 0.367 -0.61
C -0.157 1.947 -0.296 -0.789 0.173 1.022 -0.60
H -0.808 2.248 -1.119 0.421 0.180 -0.240 0.21
```
Forces are in eV/Å.

Values from the calculation:
HOMO level in eV: -11.045

Record 7
This record from the Open Molecules 2025 dataset describes a 2-piece molecular cluster, C6H16 overall in a non-equilibrium geometry. The level of theory is wB97M-V/def2-TZVPD.

XYZ file:
```
22
Properties=species:S:1:pos:R:3:forces:R:3:nbo_charge:R:1
H -1.039 0.137 -2.230 -0.288 -0.021 -0.031 0.21
H -0.850 1.012 -0.509 -0.190 0.115 0.288 0.21
H -0.585 1.846 1.660 -0.550 -0.237 -0.159 0.19
H 1.625 2.066 1.509 0.169 0.220 0.363 0.20
C 1.291 1.195 2.073 -0.514 -0.187 -0.588 -0.59
H -1.255 -1.593 -1.923 0.097 0.145 0.180 0.20
H -1.466 -0.980 -3.511 0.189 0.098 -0.276 0.20
H -1.467 0.395 3.262 0.079 0.030 -0.007 0.21
H -0.081 -0.683 3.080 -0.058 0.138 0.123 0.20
H -1.437 -0.897 2.065 -0.159 0.357 -0.343 0.21
H 0.780 -1.319 -3.915 0.437 0.473 -0.043 0.21
C -0.856 -0.855 -2.620 0.089 -0.211 0.013 -0.61
H -0.491 -0.619 -0.006 -0.237 -0.228 0.208 0.21
H 2.015 0.424 1.874 0.244 -0.631 -0.038 0.20
H 0.784 0.448 -0.389 0.065 0.221 0.212 0.20
H 1.254 1.358 3.146 0.189 0.358 0.072 0.21
C -0.189 0.413 0.113 0.670 0.041 -0.209 -0.61
C -0.837 -0.110 2.528 0.320 -0.577 0.424 -0.61
C -0.128 0.855 1.576 0.065 0.577 0.159 -0.23
H 1.216 -0.158 -2.585 0.286 0.228 -0.220 0.21
H 1.058 -1.897 -2.329 -0.017 0.168 0.250 0.21
C 0.659 -1.036 -2.868 -0.885 -1.075 -0.377 -0.62
```
Forces are in eV/Å.

Values from the calculation:
HOMO level in eV: -10.901

Record 8
This record from the Open Molecules 2025 dataset describes a 2-piece molecular cluster, C6H16 overall in a non-equilibrium geometry. The level of theory is wB97M-V/def2-TZVPD.

XYZ file:
```
22
Properties=species:S:1:pos:R:3:forces:R:3:nbo_charge:R:1
H 2.293 -2.107 -2.461 0.695 -0.011 0.113 0.21
H -1.597 3.403 1.391 0.575 -0.271 -0.109 0.21
H -2.610 2.362 0.575 -0.053 -0.242 -0.445 0.20
H 1.431 -3.132 -1.245 0.205 -0.078 -0.553 0.21
C -1.462 0.286 1.302 0.257 0.987 -0.637 -0.61
H -1.453 3.291 -0.334 0.395 0.126 -0.633 0.21
H 1.026 -0.095 -1.470 0.279 -0.229 -0.803 0.19
C -0.649 1.487 0.733 -0.155 -0.646 -0.326 -0.41
C -1.570 2.693 0.546 -0.701 0.289 1.382 -0.62
H 1.477 -0.082 0.796 0.475 0.059 -0.593 0.21
H -2.085 0.533 2.146 -0.219 0.593 0.398 0.20
H 0.637 -2.514 -2.748 0.330 0.089 0.683 0.21
H 2.663 -1.197 0.063 0.751 -0.600 0.982 0.21
H -2.156 0.017 0.496 0.266 -0.622 0.287 0.20
C 0.923 -1.108 -1.083 -0.546 0.693 1.568 -0.40
C 1.632 -1.061 0.317 -1.579 1.263 -1.070 -0.62
H -0.143 -1.181 -0.856 -0.129 -0.181 -0.268 0.19
H 0.269 1.657 1.296 -0.268 0.451 0.445 0.20
H 1.067 -1.645 1.033 0.859 -1.218 0.008 0.21
H -0.826 -0.499 1.680 0.142 -0.577 -0.455 0.21
H -0.234 1.175 -0.239 -0.416 0.089 0.164 0.20
C 1.369 -2.282 -1.940 -1.162 0.036 -0.139 -0.61
```
Forces are in eV/Å.

Values from the calculation:
HOMO level in eV: -11.112

Record 9
This record from the Open Molecules 2025 dataset describes a 2-piece molecular cluster, C6H16 overall in a non-equilibrium geometry. The level of theory is wB97M-V/def2-TZVPD.

XYZ file:
```
22
Properties=species:S:1:pos:R:3:forces:R:3:nbo_charge:R:1
H -1.730 1.160 2.692 0.044 -0.076 -0.022 0.20
C 1.936 -0.971 -1.104 -0.459 1.024 0.736 -0.40
H 2.194 1.235 -1.187 0.073 0.071 0.343 0.20
C -1.673 -0.014 0.830 -0.384 0.562 0.055 -0.40
H 2.617 -1.625 -1.638 -0.284 -0.207 -0.304 0.20
C -3.009 -0.156 0.091 0.132 -0.494 -0.849 -0.61
H -0.863 -0.007 0.104 0.039 -0.415 -0.120 0.19
H 0.792 0.662 -2.085 0.020 -0.111 0.336 0.21
H -3.711 -0.828 0.582 -0.172 0.363 0.414 0.21
C 1.814 0.411 -1.778 0.005 -0.203 -1.069 -0.62
H 1.826 -0.180 0.909 -0.141 0.220 0.144 0.20
H -0.419 1.558 1.596 -0.156 0.435 -0.018 0.21
H 2.365 0.438 -2.722 0.147 -0.011 0.049 0.21
H 3.455 -0.328 0.239 -0.008 -0.105 0.317 0.20
H -3.490 0.783 -0.183 -0.021 0.099 0.305 0.20
H 2.569 -1.768 0.834 0.118 0.040 -0.046 0.21
C 2.476 -0.811 0.315 0.260 -0.145 -0.235 -0.60
H -1.601 -0.894 1.470 0.509 0.093 0.005 0.20
H -2.847 -0.669 -0.866 0.128 0.101 0.035 0.21
H -2.146 2.073 1.294 0.284 0.324 -0.351 0.20
C -1.475 1.294 1.637 -0.364 -0.994 0.529 -0.61
H 0.919 -1.361 -1.029 0.231 -0.571 -0.255 0.20
```
Forces are in eV/Å.

Values from the calculation:
HOMO level in eV: -11.246

Record 10
This record from the Open Molecules 2025 dataset describes C6H16AsCeOS5 as an isolated structure in a non-equilibrium geometry. The level of theory is wB97M-V/def2-TZVPD.

XYZ file:
```
30
Properties=species:S:1:pos:R:3:forces:R:3:lowdin_charge:R:1
H 4.102 9.535 6.511 0.400 0.048 -0.226 0.08
Ce 7.796 7.808 5.344 -1.350 1.452 -1.552 -0.21
C 5.348 5.364 9.075 1.179 -1.032 0.465 -0.21
C 6.414 11.406 4.565 -0.153 -1.797 1.833 0.00
H 6.638 4.185 6.417 -0.483 -0.730 -0.809 0.00
C 8.483 4.982 9.669 -1.612 0.311 0.279 -0.23
H 6.325 12.298 5.119 -0.369 1.370 0.452 0.07
C 5.905 10.281 5.526 1.782 -0.861 -0.644 -0.47
S 7.475 7.691 8.017 -0.063 -0.807 0.419 0.27
H 6.509 10.195 6.453 0.199 0.549 -0.214 0.11
H 4.648 5.446 8.272 -0.474 -0.040 -0.507 0.03
H 7.979 5.190 10.637 0.908 0.018 -0.344 0.06
H 8.587 3.893 9.540 0.403 0.635 0.085 0.05
H 9.327 5.624 9.431 0.372 -0.415 0.536 0.04
H 4.453 11.245 6.760 0.116 -0.590 -0.750 0.10
C 4.507 10.420 6.001 -2.659 1.187 -0.454 -0.06
O 6.155 8.966 4.878 0.664 -0.014 0.503 -0.41
H 7.500 3.182 7.737 -0.395 0.694 -0.732 0.06
C 7.468 4.080 7.072 0.638 0.826 1.039 -0.23
S 10.088 9.216 5.412 0.189 0.093 -0.274 0.15
H 5.738 11.398 3.737 0.096 0.168 -0.860 0.09
H 8.436 4.197 6.564 -0.463 -0.020 0.108 0.04
S 7.615 5.502 3.918 0.680 0.831 -0.204 0.20
H 5.185 6.150 9.787 0.024 0.551 0.242 0.03
As 7.179 5.569 8.351 -0.248 -0.971 0.863 0.82
S 9.700 8.951 3.464 -0.799 -1.280 0.806 0.21
H 7.487 11.318 4.376 -0.285 -0.336 -0.519 0.07
H 3.737 10.694 5.169 1.486 -0.497 1.254 0.13
S 9.451 6.395 3.841 0.041 0.052 -0.103 0.16
H 5.244 4.398 9.626 0.177 0.605 -0.693 0.07
```
Forces are in eV/Å.

Values from the calculation:
Total charge: +1
HOMO level (alpha / beta) in eV: -11.757 / -11.641